## one
16
Properties=species:S:1:pos:R:3:nbo_charge:R:1 method="wB97M-V/def2-TZVPD" lumo_energy_ev=-3.86 charge=+1 smiles=C[C@H]([NH3+])CN homo_lumo_gap_ev=9.1
N -1.53282 0.75567 0.66432 -0.73
C -0.01787 0.46323 0.49136 -0.05
C 0.45701 -0.64275 1.33459 -0.68
C -0.06668 -0.11853 -1.07867 -0.20
N 1.31187 -0.45351 -1.50025 -0.87
H -1.81375 1.45545 -0.11623 0.45
H -1.96311 -0.22035 0.48510 0.47
H -1.73126 1.34307 1.49448 0.46
H 0.59429 1.38601 0.61953 0.25
H -0.02489 -1.56660 1.08491 0.23
H 1.53746 -0.86877 1.28234 0.27
H 0.36184 -0.47051 2.53872 0.24
H -0.59042 0.64698 -1.68439 0.18
H -0.66984 -0.98816 -1.13092 0.18
H 1.94739 -0.47059 -0.78973 0.37
H 1.66421 -0.57336 -2.41596 0.41

***

## two
16
Properties=species:S:1:pos:R:3:nbo_charge:R:1 method="wB97M-V/def2-TZVPD" lumo_energy_ev=-3.03 charge=+1 homo_lumo_gap_ev=12.0
C 1.69115 0.80697 2.14505 0.04
N 0.58397 0.30198 1.69352 -0.71
H 2.60062 0.82010 1.54847 0.18
H 1.74778 1.38423 3.06260 0.19
H -0.13302 0.27092 2.47481 0.38
H 0.33520 0.27673 -0.03113 0.47
C 0.17073 -1.24999 -1.38547 -0.43
N -0.17119 0.11847 -0.93078 -0.53
C -1.68981 0.23903 -0.64113 -0.41
H 0.03781 -1.95961 -0.53755 0.24
H -0.53011 -1.48329 -2.26491 0.23
H 1.22858 -1.16351 -1.73248 0.24
H 0.10489 0.79575 -1.63386 0.42
H -1.95451 1.32382 -0.45463 0.24
H -1.88656 -0.36181 0.24346 0.23
H -2.13551 -0.11979 -1.55596 0.23

***

Of them, the most stable is two and the least stable is one.

***

## one
16
Properties=species:S:1:pos:R:3:nbo_charge:R:1 method="wB97M-V/def2-TZVPD" lumo_energy_ev=-3.31 charge=+1 homo_lumo_gap_ev=10.4
C 1.86010 2.00016 -0.60032 -0.41
N 1.63131 1.01355 0.51414 -0.73
H 1.90808 1.43090 -1.51989 0.23
H 2.76236 2.57536 -0.41178 0.24
H 1.00605 2.66894 -0.54592 0.23
H 2.38608 0.57733 1.04308 0.43
H 1.03396 1.46872 1.20285 0.42
H 0.99269 0.13688 0.22144 0.45
C -2.49482 -1.71218 0.03679 -0.35
C -1.59020 -0.73425 0.02231 -0.06
N -0.14999 -0.97645 0.00275 -0.88
H -2.32461 -2.62053 -0.53241 0.21
H -3.45672 -1.55780 0.50610 0.23
H -1.90989 0.22154 0.42709 0.19
H 0.00534 -1.73194 0.65592 0.41
H 0.20487 -1.19778 -0.92574 0.40

***

## two
16
Properties=species:S:1:pos:R:3:nbo_charge:R:1 method="wB97M-V/def2-TZVPD" lumo_energy_ev=-4.17 charge=+1 homo_lumo_gap_ev=11.0
C -0.52100 -1.26471 -1.51875 -0.60
C 0.21029 -0.47862 -2.57260 -0.61
H -1.56995 -0.98773 -1.39801 0.21
H -0.49700 -2.33002 -1.69961 0.24
H -0.04212 -1.09670 -0.54804 0.15
H 0.53095 0.49287 -2.20495 0.18
H -0.33495 -0.37657 -3.50727 0.23
H 1.11432 -1.00250 -2.84570 0.22
N -0.05454 1.24517 0.90006 -0.71
C -0.18802 0.54430 2.00670 0.41
N 0.39930 0.86408 3.13854 -0.69
H 0.57609 2.03582 0.95688 0.42
H -0.07729 0.75586 0.01155 0.45
H -0.81891 -0.33296 2.09875 0.24
H 0.18447 0.33143 3.96769 0.44
H 1.08836 1.60029 3.21476 0.43

***

## three
16
Properties=species:S:1:pos:R:3:nbo_charge:R:1 method="wB97M-V/def2-TZVPD" lumo_energy_ev=-3.65 charge=+1 homo_lumo_gap_ev=10.7
C 1.25593 1.19080 0.23420 -0.73
C -2.09736 0.04032 0.29103 -0.44
C 0.99119 -0.24961 0.36871 0.30
N 1.60657 -1.20191 -0.35375 -0.73
N -0.93394 -0.34685 -0.53888 -0.73
H 2.29580 1.23688 0.85485 0.30
H 0.55618 1.91152 0.66387 0.28
H 1.58049 1.52605 -0.81659 0.25
H -3.06205 -0.17291 -0.24707 0.22
H -2.06381 -0.68790 1.01338 0.20
H -2.17628 0.96767 0.81705 0.23
H 0.50588 -0.40576 1.33349 0.23
H 1.28859 -2.18765 -0.52297 0.44
H 2.05259 -0.87135 -1.14351 0.39
H -0.55591 0.42238 -1.09345 0.40
H -1.24388 -1.17167 -0.86036 0.39

***

Of them, the most stable is two and the least stable is three.